[1]
The following is a quantum chemistry calculation of a structure of composition C24H22BN4PPt, from the Open Molecules 2025 dataset.

Calculated values
relative energy (zero: lowest compared OMol25 entry of this formula, charge and spin): 9.9 kcal per mole
M: 603.33 g mol⁻¹

ORCA input file:
```
! RIJCOSX wB97M-V def2-TZVPD def2/J DEFGRID3
* xyz 0 1
C 2.120 2.501 -1.646
C -1.323 1.091 0.325
C 0.600 4.812 -1.401
H -0.769 3.615 -0.260
C -0.675 -3.056 -3.561
H -4.326 1.090 -1.243
Pt 0.824 -1.193 -0.128
H 0.005 5.711 -1.309
H -1.920 1.084 -1.744
C -0.561 -4.104 2.445
N -0.063 -1.716 -1.946
H 2.956 2.057 4.246
C -0.157 -1.924 -4.169
C -1.764 1.079 1.645
H -1.093 -3.956 -3.979
H 0.700 -0.148 -3.100
H -0.062 -1.724 -5.221
H 3.087 -1.807 2.393
B -1.184 -3.922 -1.198
H -0.831 -5.024 -1.542
C -1.272 -4.311 1.275
H -2.142 -4.911 1.071
H 1.242 -2.823 2.669
C 1.754 1.854 2.482
H -1.044 1.062 2.453
C -3.124 1.066 1.922
N -0.686 -3.645 0.279
H -5.106 1.057 1.105
C -2.253 1.095 -0.712
C -3.609 1.091 -0.432
N 0.406 -2.994 0.755
H -2.387 -3.826 -1.144
H 3.792 -0.257 4.157
C 1.332 0.944 1.523
H -0.763 -4.499 3.424
C 1.792 4.834 -2.111
H 3.479 3.695 -2.791
C 0.929 2.477 -0.925
C 2.664 -0.810 2.428
N -0.608 -2.908 -2.235
C 3.075 0.074 3.415
C 0.163 3.636 -0.809
C 0.227 -1.116 -3.106
H 1.422 2.886 2.461
H -3.462 1.041 2.950
C -4.047 1.073 0.886
H 2.129 5.754 -2.572
C 2.552 3.679 -2.234
P 0.449 0.974 -0.043
C 1.740 -0.387 1.464
C 0.468 -3.260 2.066
H 2.711 1.597 -1.741
C 2.613 1.393 3.463
*
```


[2]
The following is a quantum chemistry calculation of a structure of composition C28H24Cl4N4O4SSiV, from the Open Molecules 2025 dataset.

Calculated values
relative energy (zero: lowest compared OMol25 entry of this formula, charge and spin): 53.5 kcal per mole
M: 733.43 g mol⁻¹

ORCA input file:
```
! RIJCOSX wB97M-V def2-TZVPD def2/J DEFGRID3
* xyz -2 2
V 0.082 -0.054 -0.974
H 0.507 -2.418 7.156
C 0.446 3.803 1.721
Cl 5.246 -4.656 -2.450
N -1.148 1.808 -0.852
C -4.286 1.889 -5.499
C -3.818 1.066 -6.516
H -2.153 -1.761 4.558
H -0.868 -1.428 6.659
H -5.210 2.442 -5.631
O -0.372 0.981 -2.987
H -3.711 -1.265 2.673
C 3.258 -2.873 -1.826
S 1.706 -0.603 1.751
C 0.100 -0.870 2.171
H -1.876 4.626 0.753
N -2.136 1.858 -1.803
H -0.998 -0.090 -4.982
C 1.785 -0.130 5.343
C -0.173 -2.203 6.327
H 3.754 3.236 2.104
C -2.641 -1.161 2.558
H -2.210 4.301 -0.962
H -2.711 -0.561 0.481
C -3.574 2.000 -4.313
C 1.721 3.944 2.241
H 3.183 1.565 0.352
C -1.916 0.465 -5.165
O 0.583 -1.306 -3.607
C -2.387 1.297 -4.151
H -0.367 4.405 2.100
C -2.638 0.351 -6.344
H -3.070 3.403 0.263
O 1.620 -1.344 -1.117
C -2.103 3.850 0.027
C 2.151 -2.074 -2.070
H 1.913 4.657 3.034
Cl 1.510 -2.852 -5.984
H 2.349 -0.325 6.260
C 0.227 2.880 0.697
C -1.754 -1.437 3.601
C -0.388 -1.305 3.444
C 2.741 3.162 1.731
N 1.214 2.097 0.246
Si 0.828 -1.657 4.813
H -4.377 0.977 -7.440
N -0.791 -0.630 1.155
C 1.570 -2.055 -3.412
H 1.103 0.704 5.532
Cl 3.923 -2.858 -0.214
C -1.054 2.780 -0.027
C -2.096 -0.765 1.351
H -2.279 -0.303 -7.130
C 2.197 -2.878 -4.379
Cl 4.025 -4.657 -5.346
C 2.428 2.231 0.753
H -0.749 -3.110 6.127
H 2.578 -3.356 5.278
C 2.000 -3.056 4.398
C -1.561 1.368 -2.910
C 3.852 -3.678 -2.823
H -3.922 2.628 -3.503
H 2.472 0.167 4.551
O -1.174 -0.872 -1.347
H 1.444 -3.927 4.043
H 2.682 -2.755 3.603
C 3.312 -3.673 -4.092
*
```